ORCA calculation (the ωB97M-V functional and the def2-TZVPD basis) on a cluster of 2 separate species, C3H10N2O2 in total in a non-equilibrium geometry.

## Properties
- Maximum force: 0.0419 Eh/bohr
- SMILES: C[C@@H](N)C(N)=O.O
- E_HOMO: -9.5 eV

```
17
Properties=species:S:1:pos:R:3:lowdin_charge:R:1
C 1.0033 -0.5874 1.0587 -0.07
C 0.7668 0.0843 -0.2846 -0.35
N 1.7085 -0.3484 -1.3109 0.04
C -0.6623 -0.2601 -0.7323 -0.49
N -1.0327 0.1578 -1.9716 0.16
O -1.5165 -0.5652 0.0805 0.02
H 0.6854 -1.6275 1.1302 0.09
H 0.5385 -0.1245 1.9246 0.07
H 2.0637 -0.6163 1.3499 0.08
H 0.6583 1.1576 -0.1122 0.15
H 2.2657 -1.1014 -0.9242 0.07
H 2.4288 0.3278 -1.5513 0.08
H -2.0042 0.3302 -2.2173 0.12
H -0.3651 0.5188 -2.6291 0.09
O -2.2170 1.2441 2.0167 -0.05
H -2.2806 0.5945 1.3339 -0.03
H -2.0406 0.8157 2.8390 0.02
```

=====

ORCA calculation (the ωB97M-V functional and the def2-TZVPD basis) on a cluster of 2 separate species, C3H10N2O2 in total in a non-equilibrium geometry.

## Properties
- Maximum force: 0.0723 Eh/bohr
- SMILES: C=N[C@@H](C)O.[NH3+][O-]
- E_HOMO: -8.6 eV

```
17
Properties=species:S:1:pos:R:3:lowdin_charge:R:1
C -1.9186 -0.8461 -0.2405 -0.01
N -0.9683 -0.8747 0.6059 0.01
C 0.3753 -0.5517 0.3791 -0.46
C 1.1013 -1.8956 0.1755 -0.03
O 0.6230 0.1984 -0.8435 -0.08
H -1.8804 -0.3832 -1.2289 0.08
H -2.9063 -0.8892 0.0071 0.03
H 0.5869 0.2529 1.2932 0.19
H 2.1972 -1.8467 0.0424 0.09
H 0.8319 -2.6800 0.8820 0.08
H 0.6536 -2.2264 -0.6889 0.05
H 1.4527 0.6011 -0.6893 0.07
N -0.4527 2.4905 0.0205 -0.15
O 0.5975 2.7434 0.8463 -0.31
H -0.7088 3.1663 -0.7463 0.15
H -1.3945 2.2550 0.6133 0.19
H -0.3710 1.6087 -0.5687 0.08
```

=====

ORCA calculation (the ωB97M-V functional and the def2-TZVPD basis) on a cluster of 2 separate species, C3H10N2O2 in total in a non-equilibrium geometry.

## Properties
- Maximum force: 0.0204 Eh/bohr
- SMILES: CC(N)=O.NCO
- E_HOMO: -9.6 eV

```
17
Properties=species:S:1:pos:R:3:lowdin_charge:R:1
C 1.6180 1.4098 2.0902 -0.01
C 0.5604 0.7708 1.2446 -0.57
N 0.4970 -0.5867 1.2264 0.16
O -0.2840 1.4579 0.6698 0.02
H 2.5709 0.8900 2.0167 0.08
H 1.2902 1.4227 3.1288 0.09
H 1.7111 2.4430 1.7618 0.09
H 1.1492 -1.1214 1.7732 0.10
H 0.1408 -1.0005 0.3765 0.06
N -0.3385 -1.4087 -1.7457 0.00
C -1.6560 -0.7389 -1.7597 -0.36
O -1.5184 0.6430 -1.8129 -0.06
H -0.4005 -2.2415 -2.3188 0.06
H 0.3090 -0.7763 -2.2062 0.08
H -2.2187 -1.0723 -2.6379 0.11
H -2.2169 -1.0414 -0.8660 0.11
H -1.2135 0.9507 -0.9407 0.04
```

=====

ORCA calculation (the ωB97M-V functional and the def2-TZVPD basis) on a cluster of 2 separate species, C3H10N2O2 in total in a non-equilibrium geometry.

## Properties
- Maximum force: 0.0703 Eh/bohr
- SMILES: NCNCC=O.O
- E_HOMO: -9.6 eV

```
17
Properties=species:S:1:pos:R:3:lowdin_charge:R:1
N -0.3497 -2.2128 0.5147 0.00
C 0.3682 -1.0996 -0.1624 -0.27
N -0.1911 0.2325 0.3663 -0.10
C -1.4851 0.6164 -0.2881 -0.18
C -0.9844 1.3053 -1.5863 -0.25
O -1.6687 1.4059 -2.5765 0.04
H 0.0903 -2.2061 1.4706 0.08
H 0.0467 -3.0183 0.0224 0.07
H 1.4495 -0.9571 -0.0190 0.11
H -0.0666 -1.0855 -1.1496 0.10
H -0.5170 -0.0908 1.2778 0.08
H -2.2201 1.2614 0.2056 0.12
H -2.0797 -0.2972 -0.4739 0.11
H -0.1066 1.9608 -1.4967 0.12
O 2.6677 1.6447 1.0057 -0.07
H 1.9386 1.7142 1.6324 0.02
H 3.1080 0.8262 1.2571 0.02
```

=====

ORCA calculation (the ωB97M-V functional and the def2-TZVPD basis) on a cluster of 3 separate species, C3H10N2O2 in total.

## Properties
- Maximum force: 0.0154 Eh/bohr
- SMILES: NCC=O.C=O.N
- E_HOMO: -9.4 eV

```
17
Properties=species:S:1:pos:R:3:lowdin_charge:R:1
N 0.2081 -1.4447 -1.0484 0.02
C -0.7955 -0.4278 -1.2600 -0.27
C -2.1069 -0.6303 -0.5558 -0.29
O -2.4300 -1.5918 0.0850 0.05
H 0.0283 -2.2576 -1.6164 0.07
H 0.2409 -1.6805 -0.0646 0.06
H -0.9820 -0.2653 -2.3280 0.12
H -0.4246 0.5639 -0.9680 0.09
H -2.7969 0.2421 -0.5933 0.12
C 0.1329 0.7587 2.0844 -0.16
O -0.3128 -0.3333 1.8831 0.01
H 1.1784 0.9280 2.3963 0.08
H -0.4668 1.6900 2.0330 0.09
N 2.2288 1.3190 -0.1982 0.03
H 1.5104 1.7076 0.3852 -0.04
H 2.9649 0.9354 0.3854 0.02
H 1.8229 0.4868 -0.6199 -0.01
```

=====

ORCA calculation (the ωB97M-V functional and the def2-TZVPD basis) on a cluster of 4 separate species, C3H10N2O3 in total.

## Properties
- Maximum force: 0.0109 Eh/bohr
- E_HOMO (alpha / beta): 0.8 / -5.7 eV
- Charge: -1
- Spin multiplicity: 2

```
18
Properties=species:S:1:pos:R:3:lowdin_charge:R:1
C -1.1443 -1.6763 -1.9157 -0.22
C 0.0441 -1.7383 -1.2461 -0.17
N 0.5821 -0.4872 -1.3345 0.04
C -0.3128 0.2806 -1.9908 -0.28
N -1.3442 -0.4142 -2.4147 0.02
H -1.8630 -2.4624 -2.0754 0.08
H 0.5495 -2.5392 -0.7363 0.09
H 1.4153 -0.1286 -0.8605 0.09
H -0.1695 1.3340 -2.1597 0.10
H 1.8818 0.9269 1.0848 -0.02
H 3.3561 0.6753 0.7130 0.03
O 2.4879 0.8022 0.3222 -0.14
H -0.2256 0.9169 2.1797 -0.02
H 0.8353 1.2180 3.2777 0.02
O 0.7294 1.1132 2.3232 -0.24
H -2.1980 0.3020 0.9331 -0.01
H -2.6712 1.2413 2.0852 -0.04
O -1.9527 0.6359 1.8149 -0.34
```